Computed, not measured: a structure of composition C49H52BCl2Ge2N3O7Ti in a non-equilibrium geometry, with ωB97M-V with the def2-TZVPD basis set.

XYZ file:
```
117
Properties=species:S:1:pos:R:3:forces:R:3
Ge -0.86786 -2.79600 -2.60583 1.064 -1.119 0.925
Ge -0.75266 -1.75725 -0.36706 0.200 -0.744 0.667
Ti 0.92954 0.57195 0.14083 0.063 -1.208 -0.922
Cl 8.65098 -1.73345 -1.99958 0.241 0.101 -0.367
Cl 7.93223 -0.05200 0.29525 -0.006 -0.538 -0.020
O 4.33428 0.33455 -5.25956 -2.689 0.070 1.772
O -2.72383 0.85649 -2.14717 0.597 -0.320 0.153
O 2.84008 0.10190 0.54667 -0.754 0.564 0.408
O -2.15766 3.03435 -1.54438 -1.203 -0.296 -0.735
O -0.34973 1.41309 -1.62907 -1.361 0.359 -0.375
O -0.63201 1.74338 -3.81201 -0.195 0.097 0.658
O 4.59941 -1.09865 -0.01011 -0.214 1.129 -1.215
N 1.00440 2.50375 0.68912 -0.668 1.179 1.086
N 1.99822 0.37382 -1.75395 0.482 0.815 0.594
N 0.48558 0.47133 2.18228 -0.159 0.894 1.863
C 0.07978 -3.52337 0.39745 -0.438 0.058 1.497
C 0.06295 -2.48220 4.36059 0.552 -1.073 0.372
C -3.85231 1.52035 -1.81847 -0.274 1.598 -0.068
C 2.01466 -4.97980 0.25835 0.798 -0.673 0.665
C -5.82471 3.36829 -1.23952 -1.761 0.346 -0.101
C -3.48239 -0.87972 0.79297 2.717 1.306 -0.715
C 0.56585 5.96440 -1.54864 0.656 1.116 -1.850
C 0.14964 1.35127 -2.91836 2.392 -1.173 0.376
C -1.53428 -4.73355 -2.46821 0.038 -0.275 -0.143
C -3.37143 -3.18928 0.16095 1.474 1.678 0.119
C 0.95302 -2.70643 -3.50788 0.670 -1.962 2.288
C -4.76977 -1.02202 1.21520 -0.962 0.402 0.014
C -4.51122 3.81881 -1.33542 0.170 -0.920 0.319
C -4.69427 -3.31199 0.53657 0.833 0.815 -0.222
C 1.49048 0.81259 -2.92732 -2.479 0.620 -0.876
C 2.07129 -1.89169 3.02821 0.965 1.146 -0.746
C 1.23408 -3.98057 -0.26294 -0.980 1.197 -1.121
C -1.24300 -2.36663 4.77868 0.302 0.863 -0.618
C -2.01750 0.98906 3.23436 -0.938 0.404 0.283
C -1.97150 -1.26661 4.31043 -1.312 -1.103 1.050
C -1.43760 -0.35219 3.47586 2.567 0.698 -0.567
C -2.06964 -2.09120 -3.89053 -0.224 -1.481 -1.618
C 3.55252 0.37905 -4.01771 -0.090 -0.058 -4.371
C 1.30341 1.72561 4.33714 0.696 -2.241 -1.961
C 1.90970 4.03883 -0.96200 0.045 0.033 1.099
C -5.40039 -2.23541 1.04329 -1.239 -0.808 0.832
C 1.69090 5.18776 -1.70817 1.136 -0.981 -1.352
C 0.90046 3.72547 -0.05923 0.293 -0.880 0.328
C -6.16047 1.97158 -1.41039 0.882 1.960 -0.028
C 7.72885 -1.61957 -0.50231 -1.573 -0.601 -0.451
C -0.18479 4.57200 0.18585 -0.432 -0.109 0.633
C 1.95111 3.90074 2.45778 -0.380 -0.694 0.194
C 1.59831 -5.58478 1.43103 -0.618 -1.118 0.575
C -2.66286 -1.94674 0.28798 -1.766 0.045 0.055
C -0.32216 -4.17282 1.64534 0.785 0.257 -2.553
C 0.93263 1.56893 2.84817 0.761 -0.121 -0.431
C 3.28005 0.07122 -1.71301 0.962 -1.521 -1.383
C 2.22896 0.76941 -4.11093 1.649 -0.285 0.819
C 1.24409 2.67122 2.01462 0.302 -0.935 -1.355
C 4.10104 -0.10405 -2.86676 -0.055 0.503 3.273
C 0.67746 -1.59842 3.45630 -0.614 -1.166 0.667
C -1.20516 4.26737 1.26390 -0.086 -1.032 0.359
C -0.35435 5.71521 -0.57359 0.992 -1.177 0.735
C 3.69429 -0.32245 -0.32826 0.307 -1.805 1.376
C -3.54565 2.85334 -1.55301 0.360 0.314 0.114
C -5.15542 1.08449 -1.74764 0.433 -2.049 0.013
C 0.39742 -5.27613 2.09067 0.668 0.517 0.492
C -0.09524 -0.55433 3.01704 -0.111 0.865 -0.224
C 3.22069 3.24229 -0.94650 -0.556 1.099 0.566
B -1.70300 1.80655 -1.99314 1.062 -0.604 0.753
H -1.88722 5.11602 1.43186 0.361 -0.259 -0.005
H 2.40383 5.32594 -2.55133 -0.583 0.474 0.693
H 2.86273 4.01647 1.87369 0.121 0.062 0.068
H 1.44609 -3.65040 -3.82848 -0.678 0.283 0.222
H 5.22289 0.49552 -5.00420 1.345 0.104 0.359
H 3.17436 2.42125 -0.21110 0.025 0.281 -0.673
H 1.22983 0.73756 4.80649 0.337 0.286 0.089
H 2.16086 3.76797 3.51108 0.150 0.809 0.037
H 5.11376 -0.46724 -2.71334 -0.184 0.109 -0.290
H -1.45191 1.78112 3.82639 -1.152 -0.919 -0.308
H 2.98727 -5.29559 -0.14833 -0.651 0.217 -0.182
H 1.28947 4.71658 2.22001 0.083 0.765 0.384
H -7.14581 1.55816 -1.32041 -0.454 0.344 0.094
H -1.29311 -5.31565 -3.41028 -0.232 0.623 1.033
H -3.12142 0.21149 0.83673 -0.001 -1.876 -0.105
H -5.29384 -0.02204 -1.87127 -0.266 1.214 0.061
H 4.05025 3.90993 -0.62073 -0.461 -0.318 -0.393
H 0.46149 6.75160 -2.30328 -0.230 0.059 0.596
H 0.68244 -3.32813 4.70431 -0.401 0.414 -0.092
H 2.78115 -2.07338 3.83768 -0.333 -0.139 0.276
H -1.82320 3.41264 0.91127 0.226 0.444 0.262
H 1.42080 -3.54338 -1.27661 0.316 -0.389 1.192
H -1.24060 -3.86208 2.09355 -0.346 0.238 0.451
H -2.63527 -4.77167 -2.30018 0.597 0.254 -0.436
H -5.09929 -4.26227 0.37151 -1.081 -1.183 0.006
H -1.11964 6.36106 -0.26799 -1.141 0.972 -0.192
H 0.18043 -5.82244 3.04451 -0.119 0.549 -1.059
H 2.49001 -1.03671 2.47356 -0.138 -0.326 0.151
H -1.70824 -3.03578 5.47428 0.013 -0.400 0.174
H -6.59118 4.22300 -1.07672 1.000 -2.008 -0.165
H 1.71098 1.10378 -4.95698 -0.087 0.379 -1.421
H 6.65366 -1.80081 -0.74786 0.798 0.746 0.233
H 3.38349 2.91928 -1.95814 0.521 -0.533 -0.364
H -5.27419 -0.12595 1.60499 -0.012 -0.582 -0.158
H -4.23185 4.84552 -1.17384 -0.035 0.191 -0.025
H -2.10394 -2.87571 -4.71014 0.214 1.164 0.460
H -3.00454 -1.15504 4.65481 0.271 0.145 -0.079
H -1.82489 1.27296 2.20489 -0.373 0.130 -0.243
H 2.31526 2.16003 4.36975 -0.392 -0.553 0.345
H 0.62848 2.35560 4.80538 -1.297 1.428 1.076
H -1.12650 -5.26549 -1.58250 0.134 0.318 -0.629
H 1.73857 -2.18532 -2.94280 -0.444 0.149 -0.034
H 8.01242 -2.48498 0.07851 0.456 0.359 0.637
H -3.12586 0.88863 3.44333 1.205 0.834 -0.139
H 2.10611 -6.46103 1.81932 0.454 0.170 -0.053
H -6.44130 -2.40763 1.37804 0.621 0.298 -0.284
H -1.93417 -1.09558 -4.24018 0.407 0.699 -0.474
H -2.83135 -4.02605 -0.26841 -0.126 -0.089 0.178
H 0.70410 -2.17474 -4.34056 -0.297 1.650 -2.532
H -3.03687 -2.14288 -3.47647 -1.371 0.054 0.706
H 2.14166 -2.73026 2.33835 -0.255 -0.234 -0.017
H -0.76170 3.91495 2.24361 -0.489 0.616 -1.033
```
Forces are in eV/Å.

Output
Maximum force: 4.37 eV Å⁻¹
Net charge: -1
Relative energy (zero: lowest compared OMol25 entry of this formula, charge and spin): 73.6 kcal per mole
Spin multiplicity: 4
⟨S²⟩: 3.77
Gap between HOMO and LUMO (spin up / spin down): 5.499 / 5.980 eV